Entry 1:
An isolated molecule of C6H6O in a non-equilibrium geometry, computed with wB97M-V/def2-TZVPD.

Summary:
**LUMO**: 0.65 eV
**E_HOMO**: -9.246 eV
**Relative energy (zero: lowest compared OMol25 entry of this formula, charge and spin)**: 6.481 eV
**Frontier orbital gap**: 9.900 eV
**Calculated total energy**: -307.22525 Ha

Bonds (Å) are listed after each position.
Element x y z (Å)
1 C 0.0396 -0.8273 -0.1874  C3 1.247, C4 1.715
2 C -1.7758 -2.5487 -0.9949  C4 1.433, O7 1.242
3 C 1.1633 -0.6415 0.3201  C1 1.247, C5 1.451
4 C -1.4992 -1.1480 -0.8731  C1 1.715, C2 1.433, C6 1.429, O7 1.394
5 C 2.3433 -0.0908 0.9612  C3 1.451, H8 1.114, H9 1.080, H10 1.095
6 C -2.3841 -0.0328 -0.9950  C4 1.429, H11 1.074, H12 1.093, H13 1.113
7 O -1.2932 -1.9677 -1.9812  C2 1.242, C4 1.394
8 H 2.5546 -0.7959 1.7978  C5 1.114
9 H 2.0062 0.9157 1.1602  C5 1.080
10 H 3.0613 -0.2344 0.1474  C5 1.095
11 H -2.9665 -0.3017 -1.8558  C6 1.074
12 H -1.9579 0.9711 -1.0588  C6 1.093
13 H -3.1690 0.0102 -0.2075  C6 1.113

=====

Entry 2:
A cluster of 2 separate species, C38H42N2O6 in total in a non-equilibrium geometry, computed with wB97M-V/def2-TZVPD.

Summary:
**LUMO**: -1.74 eV
**E_HOMO**: -6.987 eV
**Relative energy (zero: lowest compared OMol25 entry of this formula, charge and spin)**: 0.999 eV
**Frontier orbital gap**: 5.243 eV
**Calculated total energy**: -2034.08017 Ha

Bonds (Å) are listed after each position.
Element x y z (Å)
1 C 4.1068 4.9426 0.0970  N2 1.446, H28 1.099, H29 1.095, H30 1.105
2 N 3.4669 3.8668 -0.6266  C1 1.446, C3 1.369, C23 1.459
3 C 4.1923 3.1077 -1.5044  N2 1.369, O4 1.230, C5 1.517
4 O 5.3723 3.2676 -1.8136  C3 1.230
5 C 3.2967 1.9829 -1.9894  C3 1.517, C6 1.528, N13 1.455, H31 1.105
6 C 3.9222 0.6007 -1.8062  C5 1.528, C7 1.504, H32 1.096, H33 1.093
7 C 3.9962 0.2560 -0.3445  C6 1.504, C8 1.399, C12 1.390
8 C 4.9537 0.8349 0.4953  C7 1.399, C9 1.401, H34 1.092
9 C 4.9150 0.6111 1.8774  C8 1.401, C10 1.396, H35 1.091
10 C 3.9372 -0.2193 2.4289  C9 1.396, C11 1.392, H36 1.095
11 C 3.0334 -0.8509 1.5794  C10 1.392, C12 1.395, H37 1.087
12 C 3.0919 -0.6487 0.1999  C7 1.390, C11 1.395, H38 1.087
13 N 2.0996 2.1452 -1.1785  C5 1.455, C14 1.350, C23 1.474
14 C 1.0779 1.2644 -1.2332  N13 1.350, C15 1.391, H39 1.097
15 C -0.0415 1.3278 -0.4091  C14 1.391, C16 1.395, H40 1.088
16 C -1.1481 0.4895 -0.5491  C15 1.395, C17 1.446, H41 1.088
17 C -2.4493 1.0043 -0.1866  C16 1.446, C18 1.418, C22 1.424
18 C -3.6380 0.8493 -0.9445  C17 1.418, C19 1.395, H42 1.090
19 C -4.8634 1.3091 -0.4613  C18 1.395, C20 1.408, H43 1.100
20 C -4.9040 2.1043 0.6998  C19 1.408, C21 1.406, H44 1.095
21 C -3.7154 2.4223 1.3802  C20 1.406, C22 1.393, H45 1.097
22 C -2.5201 1.8429 0.9619  C17 1.424, C21 1.393, H46 1.095
23 C 2.1697 3.3033 -0.2699  N2 1.459, N13 1.474, C24 1.555, C27 1.558
24 C 2.1302 2.9459 1.2425  C23 1.555, C25 1.524, H47 1.094, H48 1.097
25 C 1.6508 4.2256 1.9165  C24 1.524, C26 1.544, H49 1.093, H50 1.095
26 C 0.9563 5.0972 0.8475  C25 1.544, C27 1.523, H51 1.093, H52 1.094
27 C 1.0520 4.3667 -0.4850  C23 1.558, C26 1.523, H53 1.098, H54 1.092
28 H 4.9416 5.3291 -0.5037  C1 1.099
29 H 3.3724 5.7349 0.2745  C1 1.095
30 H 4.5046 4.5950 1.0671  C1 1.105
31 H 3.0405 2.1744 -3.0474  C5 1.105
32 H 3.3381 -0.1361 -2.3691  C6 1.096
33 H 4.9328 0.6445 -2.2197  C6 1.093
34 H 5.7305 1.4610 0.0525  C8 1.092
35 H 5.6421 1.0980 2.5282  C9 1.091
36 H 3.8483 -0.3887 3.5068  C10 1.095
37 H 2.2694 -1.4991 2.0014  C11 1.087
38 H 2.4033 -1.1673 -0.4630  C12 1.087
39 H 1.1149 0.4826 -2.0015  C14 1.097
40 H -0.0759 2.1190 0.3376  C15 1.088
41 H -0.9989 -0.3871 -1.1755  C16 1.088
42 H -3.5736 0.3688 -1.9202  C18 1.090
43 H -5.8097 1.0986 -0.9814  C19 1.100
44 H -5.8592 2.4761 1.0854  C20 1.095
45 H -3.7111 3.1346 2.2149  C21 1.097
46 H -1.6058 2.0210 1.5370  C22 1.095
47 H 1.4411 2.1087 1.3870  C24 1.094
48 H 3.1224 2.5913 1.5476  C24 1.097
49 H 0.9563 3.9870 2.7259  C25 1.093
50 H 2.5009 4.7564 2.3584  C25 1.095
51 H -0.0936 5.2456 1.1139  C26 1.093
52 H 1.4075 6.0917 0.7762  C26 1.094
53 H 1.3088 4.9954 -1.3484  C27 1.098
54 H 0.1224 3.8400 -0.7125  C27 1.092
55 C -1.4890 -1.6728 4.0339  C56 1.499, H74 1.087, H75 1.096, H76 1.093
56 C -0.5468 -2.4015 3.1235  C55 1.499, O57 1.481, H77 1.093, H78 1.098
57 O -1.1003 -1.9719 1.8189  C56 1.481, C58 1.327
58 C -0.4137 -2.1501 0.6972  O57 1.327, C59 1.470, O73 1.227
59 C -1.2510 -2.2570 -0.5059  C58 1.470, C60 1.441, C68 1.492
60 C -2.6891 -2.2189 -0.4201  C59 1.441, C61 1.507, O67 1.236
61 C -3.3761 -2.6584 -1.6870  C60 1.507, C62 1.402, C66 1.402
62 C -4.4887 -3.4985 -1.5374  C61 1.402, C63 1.391, H79 1.094
63 C -5.3769 -3.6525 -2.5963  C62 1.391, C64 1.405, H80 1.088
64 C -5.1445 -2.9553 -3.7933  C63 1.405, C65 1.401, H81 1.093
65 C -3.9638 -2.2248 -3.9814  C64 1.401, C66 1.398, H82 1.092
66 C -3.0268 -2.1509 -2.9463  C61 1.402, C65 1.398, H83 1.089
67 O -3.3852 -1.9206 0.5569  C60 1.236
68 C -0.6689 -3.4250 -1.2292  C59 1.492, O69 1.221, O70 1.374
69 O -0.3184 -3.5042 -2.3957  C68 1.221
70 O -0.5234 -4.4432 -0.3187  C68 1.374, C71 1.433
71 C -0.7176 -5.7965 -0.7469  O70 1.433, C72 1.507, H84 1.096, H85 1.096
72 C -0.8313 -6.6680 0.4777  C71 1.507, H86 1.093, H87 1.093, H88 1.096
73 O 0.8039 -2.2720 0.6025  C58 1.227
74 H -1.3124 -1.8923 5.0833  C55 1.087
75 H -1.3516 -0.5991 3.8628  C55 1.096
76 H -2.5250 -1.9092 3.7764  C55 1.093
77 H 0.4895 -2.0660 3.2173  C56 1.093
78 H -0.6089 -3.4933 3.2198  C56 1.098
79 H -4.6303 -3.9990 -0.5748  C62 1.094
80 H -6.2414 -4.3003 -2.4638  C63 1.088
81 H -5.8680 -3.0149 -4.6102  C64 1.093
82 H -3.7357 -1.7333 -4.9289  C65 1.092
83 H -2.0405 -1.7159 -3.0976  C66 1.089
84 H -1.6443 -5.8440 -1.3299  C71 1.096
85 H 0.1355 -6.1221 -1.3521  C71 1.096
86 H -1.1087 -7.6767 0.1613  C72 1.093
87 H 0.1199 -6.7370 1.0126  C72 1.093
88 H -1.5821 -6.2791 1.1749  C72 1.096

=====

Entry 3:
The ion C6H11N2O2 with charge -1 in a non-equilibrium geometry, computed with wB97M-V/def2-TZVPD.

Summary:
**LUMO**: 3.43 eV
**E_HOMO**: -2.750 eV
**Relative energy (zero: lowest compared OMol25 entry of this formula, charge and spin)**: 2.142 eV
**Frontier orbital gap**: 6.178 eV
**Calculated total energy**: -495.11271 Ha
**Charge**: -1
**SMILES string**: C/C(CC/C=N\[O-])=C(\N)O

Bonds (Å) are listed after each position.
Element x y z (Å)
1 C -0.1686 -0.9731 -0.9086  C5 1.377, N8 1.493, O10 1.306
2 C -0.2925 0.9920 1.5561  C3 1.504, C4 1.546, H11 1.048, H12 1.016
3 C 0.9303 0.5159 0.8210  C2 1.504, C5 1.510, H13 1.091, H14 1.099
4 C -1.1431 -0.1807 2.0967  C2 1.546, N7 1.271, H16 1.150
5 C 0.7009 0.0472 -0.5961  C1 1.377, C3 1.510, C6 1.470
6 C 1.4385 0.6414 -1.7201  C5 1.470, H17 1.073, H18 1.058, H19 1.065
7 N -2.4020 -0.2877 2.2320  C4 1.271, O9 1.304
8 N -0.1738 -1.5390 -2.2897  C1 1.493, H20 1.047, H21 1.038
9 O -3.2258 0.5019 1.6005  N7 1.304
10 O -0.9932 -1.6381 -0.1453  C1 1.306, H15 1.042
11 H 0.0873 1.5313 2.3699  C2 1.048
12 H -1.0473 1.4401 1.0446  C2 1.016
13 H 1.5889 1.3765 0.6957  C3 1.091
14 H 1.4805 -0.3254 1.2654  C3 1.099
15 H -1.2039 -1.3006 0.8179  O10 1.042
16 H -0.4561 -0.8761 2.7032  C4 1.150
17 H 1.6559 1.6680 -1.4967  C6 1.073
18 H 0.7214 0.7396 -2.4919  C6 1.058
19 H 2.2745 0.0889 -2.0796  C6 1.065
20 H 0.8248 -1.6222 -2.5922  N8 1.047
21 H -0.5967 -0.7998 -2.8828  N8 1.038

=====

> frontier orbital gap of number 2 (C38H42N2O6)?

5.243 eV

=====

> Look up the calculated total energy of the first one.

-307.22525 Ha